1.
ORCA calculation (ωB97M-V/def2-TZVPD) on a structure of composition C26H72F6N2O14S2.

## Properties
Energy above the lowest of the compared OMol25 structures with the same formula, charge and spin   192.3 kJ/mol
HOMO energy   -9.1 eV

```
! RIJCOSX wB97M-V def2-TZVPD def2/J DEFGRID3
* xyz 0 1
N 1.107 -2.045 -3.751
H 0.391 -2.399 -4.368
H 0.627 -1.669 -2.946
H 1.451 -1.252 -4.273
H 1.833 -2.690 -3.473
C -2.685 -2.097 -3.054
F -1.715 -2.786 -3.706
F -3.700 -1.963 -3.894
F -3.083 -2.679 -1.918
S -1.817 -0.362 -2.738
O -1.563 0.189 -4.081
O -2.617 0.484 -1.889
N -0.467 -0.986 -1.940
S -0.245 -0.272 -0.558
O -0.377 1.183 -0.677
O -0.967 -0.868 0.558
C 1.693 -0.609 -0.198
F 2.450 0.220 -0.964
F 1.868 -0.532 1.076
F 1.967 -1.841 -0.539
O -0.261 -2.323 -5.916
H -0.025 -1.961 -6.770
H -1.195 -2.136 -5.826
O -1.044 -4.715 -0.944
H -1.961 -4.535 -1.152
H -0.780 -3.991 -0.376
C -2.009 -1.448 5.498
C -1.280 -2.634 4.771
C -1.156 -2.261 3.329
O 0.035 -2.623 5.248
H -3.007 -1.394 5.063
H -1.524 -0.472 5.467
H -2.141 -1.663 6.559
H -1.696 -3.641 4.760
H -0.770 -1.262 3.124
H -2.137 -2.140 2.871
H -0.482 -2.974 2.855
H -0.147 -2.363 6.154
C 5.607 -0.314 2.474
C 5.884 -1.659 1.721
C 5.275 -1.879 0.361
O 7.260 -1.836 1.563
H 4.601 -0.108 2.840
H 5.708 0.514 1.772
H 6.262 0.052 3.265
H 5.725 -2.519 2.371
H 5.358 -1.018 -0.301
H 4.248 -2.196 0.541
H 5.758 -2.640 -0.252
H 7.545 -1.053 1.087
C -0.948 2.083 2.692
C -1.520 3.401 2.218
C -1.322 3.677 0.724
O -2.916 3.397 2.469
H 0.123 1.977 2.523
H -1.370 1.182 2.247
H -0.944 1.972 3.777
H -1.090 4.184 2.842
H -0.337 3.329 0.412
H -1.508 4.718 0.459
H -2.088 3.091 0.217
H -3.388 3.065 1.702
C 3.230 -3.366 4.421
C 2.299 -3.910 3.224
C 2.963 -4.958 2.342
O 1.169 -4.530 3.856
H 3.025 -3.873 5.364
H 3.133 -2.280 4.391
H 4.284 -3.553 4.215
H 1.893 -3.041 2.707
H 3.893 -4.609 1.894
H 2.273 -5.170 1.525
H 3.235 -5.885 2.846
H 0.721 -3.959 4.484
C 4.375 3.318 2.765
C 4.211 3.793 1.315
C 3.727 2.660 0.457
O 3.441 4.974 1.388
H 4.665 2.286 2.965
H 3.393 3.400 3.229
H 5.061 3.939 3.341
H 5.169 4.149 0.938
H 3.091 2.001 1.047
H 4.584 2.046 0.179
H 3.405 3.019 -0.521
H 3.056 5.068 2.262
C -0.209 3.201 -3.769
C 1.228 2.969 -3.934
C 1.774 1.866 -3.082
O 1.395 2.624 -5.224
H -0.526 4.122 -4.259
H -0.552 3.112 -2.738
H -0.815 2.454 -4.281
H 1.874 3.824 -3.732
H 2.751 1.481 -3.373
H 1.057 1.059 -2.931
H 1.927 2.296 -2.092
H 0.771 3.022 -5.836
C -4.222 -0.076 1.442
C -5.159 1.173 1.254
C -5.867 1.757 2.438
O -4.464 2.218 0.541
H -3.333 0.252 1.980
H -3.809 -0.470 0.513
H -4.813 -0.870 1.899
H -5.978 0.864 0.606
H -5.445 2.685 2.823
H -5.996 1.083 3.284
H -6.842 2.177 2.193
H -4.197 1.980 -0.349
C -4.763 0.102 -6.539
C -4.675 1.280 -5.628
C -4.902 0.918 -4.180
O -3.448 2.011 -5.668
H -4.031 -0.675 -6.323
H -4.709 0.376 -7.593
H -5.775 -0.281 -6.409
H -5.329 2.050 -6.036
H -5.963 0.676 -4.116
H -4.680 1.743 -3.502
H -4.350 0.050 -3.819
H -2.712 1.516 -5.299
*
```



2.
ORCA calculation (ωB97M-V/def2-TZVPD) on a structure of composition C26H72N6O9V.

## Properties
HOMO energy (spin up / spin down)   -7.9 / -7.9 eV
⟨S²⟩   0.83

```
! RIJCOSX wB97M-V def2-TZVPD def2/J DEFGRID3
* xyz 0 2
O -4.512 2.813 -1.858
V -3.111 2.183 -1.410
O -2.196 3.751 -2.564
H -2.015 4.548 -2.029
C -0.204 -0.539 0.211
C 0.074 0.754 -0.496
O -1.005 1.522 -1.057
H 0.689 -1.163 0.261
H -1.026 -1.130 -0.190
H -0.428 -0.365 1.264
H 0.912 0.570 -1.169
H 0.469 1.524 0.165
C -3.795 -3.437 0.909
C -3.755 -2.869 2.364
C -2.900 -3.785 3.281
O -1.565 -3.934 2.849
C -0.923 -5.099 3.371
N -3.117 -1.580 2.181
H -3.996 -4.507 0.957
H -2.829 -3.308 0.420
H -4.591 -3.010 0.299
H -4.739 -2.676 2.789
H -3.478 -4.706 3.210
H -2.973 -3.438 4.311
H 0.137 -5.138 3.122
H -1.292 -6.069 3.036
H -0.783 -4.976 4.445
H -2.858 -1.350 3.130
H -2.260 -2.003 1.855
C 1.636 -6.942 -0.071
C 1.977 -5.424 0.191
C 0.808 -4.555 -0.228
O 0.612 -4.694 -1.625
C -0.302 -3.795 -2.214
N 2.339 -5.180 1.594
H 2.369 -7.648 0.320
H 1.585 -7.141 -1.142
H 0.676 -7.184 0.385
H 2.910 -5.232 -0.339
H 1.067 -3.500 -0.133
H 0.020 -4.757 0.497
H 0.018 -2.801 -1.901
H -1.305 -3.920 -1.807
H -0.400 -3.691 -3.295
H 1.514 -4.933 2.121
H 3.046 -4.465 1.691
C -1.941 3.739 2.351
C -3.393 3.583 1.938
C -4.302 4.640 2.547
O -5.689 4.366 2.285
C -6.626 5.253 2.813
N -3.532 3.624 0.468
H -2.000 3.507 3.414
H -1.579 4.745 2.140
H -1.304 2.907 2.050
H -3.674 2.556 2.172
H -4.107 5.601 2.072
H -4.276 4.705 3.635
H -6.795 6.107 2.158
H -6.573 5.489 3.875
H -7.541 4.674 2.938
H -3.187 4.529 0.180
H -4.538 3.662 0.556
C 2.235 5.013 -0.241
C 2.145 4.768 -1.745
C 3.114 3.695 -2.206
O 3.302 4.052 -3.593
C 4.136 3.324 -4.468
N 0.725 4.406 -1.888
H 1.340 5.145 0.367
H 2.971 5.775 0.016
H 2.670 4.125 0.219
H 2.440 5.680 -2.263
H 2.778 2.678 -2.004
H 4.110 3.638 -1.767
H 5.038 3.001 -3.948
H 4.523 3.884 -5.319
H 3.605 2.406 -4.718
H 0.426 3.575 -1.398
H 0.313 5.013 -1.194
C 0.643 -0.144 -4.425
C 0.576 1.330 -4.841
C 0.257 1.534 -6.372
O 0.159 2.924 -6.755
C -0.030 3.216 -8.164
N -0.420 1.886 -3.930
H -0.142 -0.671 -3.883
H 1.376 -0.450 -3.678
H 0.883 -0.757 -5.295
H 1.565 1.777 -4.739
H -0.717 1.083 -6.564
H 1.006 0.981 -6.940
H 0.761 2.934 -8.860
H -0.333 4.261 -8.228
H -1.015 2.820 -8.409
H -1.193 1.270 -4.140
H -0.302 1.443 -3.030
C 2.845 -1.065 2.162
C 3.829 -1.907 3.119
C 3.325 -2.061 4.569
O 4.294 -2.777 5.364
C 4.102 -2.781 6.825
N 4.048 -3.176 2.518
H 3.052 -1.027 1.092
H 2.622 -0.062 2.526
H 1.800 -1.362 2.239
H 4.756 -1.336 3.158
H 2.383 -2.599 4.456
H 3.179 -1.061 4.978
H 3.166 -3.285 7.068
H 4.063 -1.725 7.090
H 4.934 -3.235 7.362
H 4.361 -3.045 1.567
H 4.855 -3.518 3.020
*
```



3.
ORCA calculation (ωB97M-V/def2-TZVPD) on a cluster of 8 separate species, C26H73N5O11 in total.

## Properties
Energy above the lowest of the compared OMol25 structures with the same formula, charge and spin   583.0 kJ/mol
HOMO energy   -8.6 eV
SMILES   COC[C@H](C)N.COC[C@H](C)N.COC[C@H](C)N.COC[C@H](C)N.COC[C@H](C)N.OCCO.OCCO.OCCO

```
! RIJCOSX wB97M-V def2-TZVPD def2/J DEFGRID3
* xyz 0 1
C 3.388 -4.548 1.150
O 3.275 -3.313 0.485
C 4.087 -3.203 -0.684
C 4.085 -1.775 -1.233
C 2.731 -1.499 -1.833
N 5.081 -1.673 -2.237
H 3.994 -5.269 0.630
H 2.400 -4.907 1.368
H 3.908 -4.435 2.119
H 5.148 -3.460 -0.593
H 3.726 -3.955 -1.363
H 4.298 -1.053 -0.385
H 2.377 -2.165 -2.621
H 2.695 -0.477 -2.228
H 1.848 -1.538 -1.215
H 5.075 -2.349 -2.964
H 6.006 -1.653 -1.789
C -1.093 -7.633 0.181
O -1.031 -6.499 -0.682
C -1.496 -5.322 -0.090
C -0.983 -4.199 -1.019
C 0.558 -4.254 -1.029
N -1.408 -2.922 -0.583
H -0.712 -8.454 -0.453
H -2.139 -7.890 0.428
H -0.477 -7.680 1.124
H -2.555 -5.354 -0.029
H -1.157 -5.312 0.929
H -1.403 -4.223 -2.035
H 0.926 -5.167 -1.415
H 0.982 -4.087 -0.033
H 0.998 -3.457 -1.578
H -2.418 -2.998 -0.624
H -1.177 -2.840 0.436
C -5.815 5.158 -0.643
O -4.978 4.252 -1.344
C -5.310 2.910 -1.107
C -4.168 1.909 -1.424
C -3.864 1.800 -2.886
N -4.522 0.562 -1.109
H -6.855 4.845 -0.576
H -5.689 6.143 -1.047
H -5.361 5.204 0.340
H -5.582 2.758 -0.029
H -6.228 2.681 -1.613
H -3.271 2.247 -0.889
H -3.224 0.999 -3.170
H -3.360 2.675 -3.259
H -4.703 1.701 -3.584
H -3.600 0.071 -1.078
H -5.087 0.125 -1.791
C -2.481 0.117 1.481
O -1.408 -0.822 1.693
C -0.153 -0.232 1.736
C 0.816 -1.405 1.587
C 0.817 -2.371 2.767
N 2.159 -0.894 1.481
H -2.439 0.936 2.155
H -3.348 -0.606 1.555
H -2.451 0.505 0.516
H -0.115 0.519 0.981
H -0.101 0.274 2.686
H 0.560 -2.025 0.669
H -0.113 -2.925 2.972
H 1.047 -1.834 3.671
H 1.571 -3.119 2.688
H 2.111 -0.127 0.752
H 2.691 -1.664 0.982
C -3.339 7.905 -0.296
O -3.056 6.512 -0.020
C -1.726 6.208 -0.276
C -1.500 4.742 -0.504
C -2.008 3.995 0.686
N -0.078 4.447 -0.698
H -2.623 8.494 0.266
H -4.364 8.105 -0.047
H -3.095 8.247 -1.316
H -1.401 6.669 -1.266
H -1.054 6.734 0.460
H -1.956 4.298 -1.400
H -1.394 4.149 1.549
H -1.868 2.937 0.543
H -3.078 4.022 0.898
H 0.417 5.102 -1.291
H 0.167 3.584 -1.147
O 0.537 1.967 -2.256
C -0.579 1.300 -1.742
C -0.553 -0.178 -1.836
O -1.633 -0.689 -1.964
H 0.565 1.829 -3.217
H -0.707 1.589 -0.680
H -1.432 1.622 -2.359
H -0.089 -0.528 -0.944
H 0.179 -0.442 -2.586
H -1.466 -1.621 -1.756
O 2.068 1.937 2.460
C 1.487 2.787 1.475
C 2.414 2.610 0.190
O 2.295 1.451 -0.254
H 1.921 1.019 2.211
H 0.463 2.540 1.258
H 1.616 3.800 1.811
H 3.431 2.772 0.416
H 2.153 3.332 -0.600
H 1.781 1.506 -1.077
O 4.082 -0.472 3.117
C 4.494 -1.740 3.603
C 5.597 -2.195 2.676
O 6.186 -3.169 3.165
H 3.353 -0.618 2.513
H 4.845 -1.603 4.650
H 3.741 -2.425 3.655
H 6.348 -1.407 2.570
H 5.206 -2.317 1.679
H 6.522 -3.574 2.348
*
```



4.
ORCA calculation (ωB97M-V/def2-TZVPD) on a structure of composition C26H75AsF6N5O12.

## Properties
HOMO energy (spin up / spin down)   -9.0 / -9.0 eV
⟨S²⟩   0.76

```
! RIJCOSX wB97M-V def2-TZVPD def2/J DEFGRID3
* xyz 0 2
As 0.079 -0.034 1.124
F -0.125 1.670 1.700
F 1.736 0.349 0.448
F 0.380 -1.674 0.536
F -1.588 -0.393 1.700
F -0.684 0.228 -0.455
F 0.776 -0.403 2.753
C -3.586 1.634 -0.132
C -4.985 1.334 0.276
C -5.091 0.899 1.785
O -6.343 0.631 2.353
C -6.815 -0.635 1.935
N -5.635 2.642 0.092
H -3.078 0.734 0.212
H -3.225 2.539 0.357
H -3.396 1.682 -1.205
H -5.468 0.636 -0.407
H -4.669 1.682 2.415
H -4.462 0.014 1.884
H -7.397 -1.059 2.754
H -6.096 -1.448 1.832
H -7.406 -0.543 1.024
H -6.580 2.601 0.444
H -5.160 3.098 0.858
C -0.479 0.672 -4.982
C -0.362 -0.751 -4.565
C 1.074 -1.139 -3.980
O 2.153 -0.765 -4.856
C 2.199 -1.614 -6.072
N -1.339 -1.012 -3.657
H -1.462 0.843 -5.421
H 0.285 0.783 -5.750
H -0.296 1.262 -4.084
H -0.420 -1.363 -5.465
H 1.205 -2.151 -3.595
H 1.393 -0.519 -3.142
H 3.204 -1.673 -6.488
H 1.466 -1.299 -6.815
H 1.888 -2.599 -5.722
H -1.241 -0.243 -3.010
H -1.100 -1.781 -3.048
C -4.515 -2.348 -0.240
C -3.601 -3.362 -1.018
C -2.670 -4.048 0.023
O -1.848 -4.982 -0.717
C -0.800 -5.637 0.099
N -4.345 -4.393 -1.736
H -4.070 -1.380 -0.009
H -4.954 -2.770 0.664
H -5.277 -2.085 -0.973
H -2.947 -2.907 -1.762
H -3.189 -4.549 0.840
H -2.030 -3.347 0.558
H -0.158 -4.840 0.472
H -0.292 -6.381 -0.516
H -1.160 -6.180 0.973
H -4.912 -4.841 -1.031
H -3.686 -5.093 -2.045
C 1.210 -4.138 2.708
C 2.706 -4.010 2.262
C 3.130 -2.490 2.270
O 4.183 -2.352 1.289
C 3.989 -2.403 -0.074
N 3.473 -4.897 3.116
H 1.011 -3.723 3.696
H 0.808 -5.151 2.733
H 0.502 -3.515 2.162
H 2.916 -4.376 1.257
H 3.420 -2.185 3.276
H 2.383 -1.776 1.924
H 3.232 -1.655 -0.309
H 3.566 -3.353 -0.398
H 4.961 -2.127 -0.486
H 4.456 -4.685 3.015
H 3.304 -5.833 2.776
C 2.261 3.874 -1.187
C 2.789 2.870 -2.243
C 3.743 3.549 -3.251
O 4.165 2.632 -4.192
C 3.267 2.257 -5.184
N 3.471 1.812 -1.502
H 1.578 3.463 -0.443
H 1.730 4.689 -1.678
H 3.105 4.189 -0.574
H 1.898 2.466 -2.723
H 4.537 3.909 -2.596
H 3.426 4.412 -3.837
H 3.259 3.024 -5.959
H 2.223 2.064 -4.937
H 3.757 1.411 -5.667
H 2.735 1.226 -1.135
H 3.917 1.157 -2.127
C -0.650 0.890 5.687
C -0.352 2.015 4.676
O -0.039 3.192 5.394
O -1.934 1.224 6.218
H -0.049 0.894 6.597
H -0.664 -0.132 5.310
H -1.199 1.995 3.989
H 0.494 1.826 4.015
H -0.807 3.311 5.957
H -2.061 0.724 7.027
C 4.486 0.739 3.375
C 4.256 1.190 1.869
O 3.711 2.514 1.745
O 3.137 0.752 3.871
H 5.101 1.527 3.811
H 4.967 -0.238 3.425
H 3.854 0.438 1.190
H 5.256 1.164 1.437
H 3.726 2.660 0.797
H 2.599 1.233 3.238
C -0.879 5.387 0.147
C 0.078 6.581 0.299
O 1.313 6.182 0.966
O -1.087 4.828 1.395
H -0.369 4.714 -0.543
H -1.872 5.718 -0.156
H -0.384 7.358 0.908
H 0.279 7.013 -0.681
H 1.011 5.694 1.735
H -0.453 4.129 1.572
O -0.411 -3.089 -1.860
H -0.982 -3.790 -1.546
H -0.081 -2.673 -1.064
*
```